Entry 1:
Molecular formula: C40H52FN6O5Si2TeV
Method: DFT, ωB97M-V/def2-TZVPD

Each line ends with the Löwdin charge.
Atoms and positions in Å:
V -0.49 0.02 0.04  0.834
C -3.78 6.72 -1.52  -0.048
C -3.72 6.20 -0.09  -0.166
N -3.39 4.77 -0.05  -0.007
C -2.11 4.42 0.08  0.069
C -1.66 3.13 0.07  -0.009
C -0.19 2.90 0.30  -0.521
O 0.56 3.83 0.47  0.130
O 0.13 1.64 0.32  -0.126
C -2.55 2.06 -0.16  -0.227
O -2.19 0.83 -0.24  -0.187
C -3.94 2.43 -0.27  -0.034
C -4.93 1.46 -0.42  0.091
C -6.25 1.78 -0.49  -0.172
F -7.13 0.76 -0.60  0.074
C -6.70 3.12 -0.43  -0.114
C -5.71 4.09 -0.32  0.062
C -4.35 3.78 -0.21  -0.102
N -8.05 3.50 -0.54  -0.076
C -8.55 4.65 0.20  -0.121
C -9.52 5.43 -0.69  -0.066
N -10.22 4.46 -1.60  0.069
C -10.45 3.17 -0.89  -0.076
C -9.10 2.48 -0.69  -0.120
H -4.01 7.79 -1.52  0.089
H -4.54 6.20 -2.10  0.075
H -2.82 6.58 -2.02  0.089
H -4.66 6.37 0.43  0.115
H -2.95 6.72 0.46  0.132
H -1.39 5.21 0.23  0.163
H -4.65 0.42 -0.46  0.096
H -6.00 5.13 -0.34  0.098
H -7.74 5.31 0.51  0.121
H -9.05 4.33 1.12  0.142
H -9.00 6.16 -1.31  0.140
H -10.27 5.95 -0.09  0.144
H -9.62 4.27 -2.41  0.188
H -11.09 4.86 -1.95  0.192
H -11.12 2.54 -1.47  0.146
H -10.94 3.40 0.06  0.140
H -8.87 1.87 -1.56  0.134
H -9.17 1.82 0.18  0.143
C 1.02 -7.91 -5.23  -0.066
O 1.13 -6.56 -4.78  -0.073
C 2.19 -6.22 -4.04  -0.280
C 2.33 -4.85 -3.76  0.015
C 3.37 -4.40 -2.97  -0.016
C 4.31 -5.31 -2.46  -0.281
C 4.21 -6.65 -2.80  -0.010
C 3.15 -7.12 -3.57  -0.004
N 5.39 -4.97 -1.61  0.090
N 5.34 -4.02 -0.83  0.084
C 4.20 -3.28 -0.49  -0.238
C 4.25 -1.90 -0.54  -0.003
C 3.11 -1.14 -0.28  0.026
C 1.92 -1.74 0.04  -0.240
O 0.79 -0.99 0.15  -0.309
C 1.88 -3.14 0.28  -0.150
N 0.74 -3.67 0.77  0.044
C 0.69 -4.96 1.00  -0.116
C 1.78 -5.82 0.79  -0.018
C 2.95 -5.30 0.31  0.018
C 3.03 -3.92 0.03  -0.087
H 0.15 -7.94 -5.87  0.095
H 0.88 -8.60 -4.39  0.096
H 1.91 -8.20 -5.80  0.101
H 1.61 -4.17 -4.17  0.121
H 3.48 -3.34 -2.80  0.116
H 4.97 -7.33 -2.44  0.122
H 3.08 -8.17 -3.79  0.108
H 5.18 -1.43 -0.84  0.126
H 3.13 -0.06 -0.38  0.132
H -0.25 -5.34 1.38  0.115
H 1.70 -6.87 1.02  0.113
H 3.81 -5.94 0.16  0.122
C -2.58 -2.73 4.57  -0.175
Si -2.61 -1.70 2.99  0.456
C -4.38 -1.12 2.70  -0.174
C -1.49 -0.19 3.17  -0.160
C -1.98 -2.90 1.66  -0.527
Te -1.76 -2.30 -0.38  1.462
C -3.84 -1.98 -0.87  -0.528
Si -4.34 -3.43 -2.01  0.412
C -6.08 -3.13 -2.66  -0.185
C -3.14 -3.47 -3.46  -0.200
C -4.25 -5.02 -1.01  -0.167
H -3.00 -2.18 5.40  0.037
H -1.56 -3.03 4.84  0.040
H -3.16 -3.65 4.44  0.037
H -4.73 -0.63 3.61  0.039
H -5.05 -1.96 2.49  0.037
H -4.45 -0.40 1.89  0.003
H -1.37 0.07 4.23  0.046
H -1.91 0.68 2.67  0.021
H -0.48 -0.37 2.78  0.027
H -2.59 -3.81 1.67  0.010
H -0.96 -3.19 1.93  -0.014
H -3.91 -1.04 -1.42  -0.009
H -4.46 -1.93 0.03  0.005
H -6.14 -2.21 -3.25  0.027
H -6.80 -3.05 -1.84  0.028
H -6.39 -3.95 -3.30  0.036
H -2.94 -2.47 -3.84  0.033
H -3.54 -4.06 -4.29  0.037
H -2.18 -3.92 -3.18  0.012
H -5.24 -5.32 -0.66  0.035
H -3.62 -4.89 -0.13  -0.001
H -3.85 -5.85 -1.59  0.039

## Properties
- energy above the lowest of the compared OMol25 structures with the same formula, charge and spin (kcal per mole) = 64.2
- lowest unoccupied orbital energy (alpha / beta) (Ha) = -0.19746 / -0.19755
- total charge = +2
- 2S+1 = 3
- orbital gap (alpha / beta) (eV) = 5.5 / 5.5
- total energy (a.u.) = -4150.60752
- HOMO energy (alpha / beta) (eV) = -10.9 / -10.9

=====

Entry 2:
Molecular formula: C4H2N2S2
Method: DFT, ωB97M-V/def2-TZVPD

Each line ends with the Löwdin charge.
Atoms and positions in Å:
C -0.43 -1.97 -0.14  -1.133
C 0.69 -0.12 -0.57  -0.429
C 0.73 1.23 -0.46  -0.052
C -0.33 -0.58 0.23  -0.495
H 1.40 2.08 -0.74  0.130
H -0.38 2.42 1.03  0.182
N -0.12 1.45 0.64  -0.054
N -0.92 0.36 1.02  0.144
S -1.35 -3.13 0.41  0.748
S 0.72 -1.74 -1.42  0.959

## Properties
- energy above the lowest of the compared OMol25 structures with the same formula, charge and spin (kcal per mole) = 34.8
- lowest unoccupied orbital energy (Ha) = -0.02781
- orbital gap (eV) = 8.2
- total energy (a.u.) = -1059.40853
- HOMO energy (eV) = -8.9

=====

Entry 3:
Molecular formula: C18H20ClNO5S
Method: DFT, ωB97M-V/def2-TZVPD

Each line ends with the Löwdin charge.
Atoms and positions in Å:
C 5.08 0.17 0.26  -0.069
C 3.76 -0.25 -0.31  -0.301
C 2.92 0.65 -0.93  0.030
C 1.68 0.26 -1.45  -0.258
C 1.29 -1.07 -1.37  -0.013
C 2.13 -1.99 -0.75  -0.090
C 3.34 -1.58 -0.22  -0.626
Cl 4.34 -2.75 0.58  0.698
H 1.83 -3.02 -0.68  0.108
H 0.36 -1.41 -1.78  0.109
O 0.93 1.27 -1.98  -0.048
C -0.32 0.96 -2.55  -0.081
C -1.39 0.34 -1.64  -0.437
O -2.12 -0.51 -2.10  0.069
N -1.50 0.78 -0.36  0.005
C -0.76 1.89 0.20  -0.052
C 0.38 1.44 1.07  -0.254
C 0.65 0.28 1.72  -0.010
C 1.88 0.47 2.39  -0.049
C 2.27 1.74 2.09  -0.122
O 1.36 2.34 1.30  0.052
H 3.12 2.32 2.38  0.124
H 2.40 -0.24 3.00  0.109
H 0.06 -0.61 1.73  0.105
H -1.46 2.51 0.78  0.145
H -0.35 2.52 -0.59  0.134
C -2.52 0.18 0.50  -0.282
C -3.93 0.57 0.06  -0.142
H -4.32 1.45 0.55  0.113
H -4.00 0.66 -1.02  0.107
S -4.92 -0.90 0.49  0.673
O -6.10 -1.00 -0.31  -0.313
O -5.08 -0.95 1.92  -0.306
C -3.60 -2.04 -0.02  -0.204
C -2.40 -1.37 0.60  -0.173
H -1.48 -1.69 0.12  0.112
H -2.36 -1.63 1.66  0.118
H -3.58 -2.03 -1.10  0.096
H -3.78 -3.04 0.37  0.112
H -2.34 0.59 1.50  0.149
H -0.21 0.27 -3.40  0.145
H -0.70 1.91 -2.93  0.147
H 3.20 1.69 -1.02  0.134
H 5.25 1.23 0.08  0.080
H 5.10 -0.02 1.33  0.075
H 5.89 -0.40 -0.19  0.079

## Properties
- lowest unoccupied orbital energy (Ha) = 0.01830
- orbital gap (eV) = 9.1
- total energy (a.u.) = -1987.22930
- HOMO energy (eV) = -8.6

=====

Entry 4:
Molecular formula: C8H13CaCl5F8N2NaO12PV
Method: DFT, ωB97M-V/def2-TZVPD

Each line ends with the Löwdin charge.
Atoms and positions in Å:
O 0.02 -2.56 -2.48  0.041
C 0.80 -2.00 -1.47  -0.308
C 1.31 -0.57 -1.86  -0.168
P 2.48 0.20 -0.64  0.956
O 3.70 -1.05 -1.03  -0.372
C 1.28 1.61 -0.21  -0.565
F 1.40 2.56 -1.18  0.063
F 0.00 1.17 -0.03  0.063
C 1.70 2.32 1.14  -0.372
F 1.19 3.57 1.13  0.095
F 3.03 2.29 1.34  0.011
C -0.06 -1.98 -0.19  -0.588
F 0.63 -1.68 0.93  0.119
F -0.51 -3.25 0.03  0.124
F -1.16 -1.25 -0.30  0.182
H -0.73 -1.98 -2.65  0.128
H 1.68 -2.63 -1.25  0.158
H 0.45 0.06 -2.14  0.116
H 1.89 -0.72 -2.78  0.105
H 3.40 1.16 -1.15  0.083
H 2.60 -0.19 0.71  0.020
H 4.51 -0.65 -1.37  -0.046
H 1.18 1.77 1.94  0.146
Na 5.28 -1.49 -2.74  0.862
N -2.34 -5.60 1.02  -0.586
O -3.30 -5.06 0.46  0.025
O -1.59 -6.34 0.43  0.114
O -2.13 -5.35 2.28  -0.343
C -2.20 3.14 2.03  -0.075
C -2.56 3.19 3.45  -0.271
N -2.83 3.22 4.56  0.120
H -1.13 3.28 1.91  0.057
H -2.48 2.17 1.61  0.073
H -2.72 3.92 1.49  0.062
O -4.32 3.17 -2.46  -0.227
Cl -4.81 3.34 -1.13  0.735
O -3.73 3.29 -0.18  -0.318
O -5.79 2.37 -0.82  -0.244
O -5.44 4.70 -1.07  -0.158
Ca -2.50 -3.53 2.79  1.650
O 5.74 -1.75 -6.62  -0.070
H 6.40 -1.18 -7.03  0.041
H 5.53 -2.39 -7.31  0.046
C 4.35 0.80 4.32  -2.027
Cl 5.96 0.48 3.68  0.532
Cl 3.14 -0.03 3.30  0.529
Cl 4.23 0.19 5.97  0.554
Cl 4.03 2.54 4.31  0.568
F -6.74 4.83 0.22  -0.099
O -6.98 -2.78 -1.85  -0.644
V -6.33 -2.43 -0.31  0.887
O -5.60 -2.13 1.24  -0.786

## Properties
- lowest unoccupied orbital energy (Ha) = -0.22725
- total charge = +1
- orbital gap (eV) = 2.1
- total energy (a.u.) = -6549.13679
- HOMO energy (eV) = -8.2